Here is 7 unconnected molecules or ions with the total composition C28H77N7O7 at a distorted geometry from the OMol25 dataset. Energies are from ωB97M-V/def2-TZVPD.

Summary:
LUMO (eV): 0.4
HOMO-LUMO gap (eV): 9.10
Structure (SMILES): COC[C@H](C)N.COC[C@H](C)N.COC[C@H](C)N.COC[C@H](C)N.COC[C@H](C)N.COC[C@H](C)N.COC[C@H](C)N
E_HOMO (eV): -8.75
Total energy (eV): -55043.4115

Structure (XYZ):
```
119
Properties=species:S:1:pos:R:3:mulliken_charge:R:1
C 7.562 -5.317 -4.135 -0.69
O 8.517 -4.811 -3.246 -0.37
C 8.494 -3.403 -3.111 -0.86
C 9.177 -2.746 -4.299 0.76
C 10.594 -3.293 -4.492 -1.04
N 9.087 -1.258 -4.251 -0.65
H 7.548 -6.406 -4.131 0.27
H 7.708 -4.980 -5.164 0.26
H 6.535 -5.066 -3.838 0.32
H 7.428 -3.159 -3.027 0.38
H 9.008 -3.032 -2.221 0.41
H 8.605 -2.929 -5.211 -0.03
H 10.572 -4.331 -4.834 0.36
H 11.219 -3.269 -3.598 0.31
H 11.094 -2.790 -5.317 0.22
H 9.858 -0.881 -4.832 0.07
H 9.335 -0.881 -3.336 0.30
C 13.474 0.872 -1.528 -0.92
O 14.088 1.434 -2.677 -0.06
C 14.561 2.751 -2.441 -0.89
C 14.925 3.334 -3.806 1.03
C 15.979 2.482 -4.519 -1.22
N 15.410 4.712 -3.632 -0.80
H 13.477 -0.216 -1.627 0.24
H 12.427 1.184 -1.528 0.31
H 14.022 1.068 -0.604 0.39
H 13.811 3.393 -1.964 0.38
H 15.432 2.705 -1.781 0.36
H 14.091 3.416 -4.515 -0.08
H 15.453 1.632 -4.959 0.16
H 16.742 2.026 -3.885 0.26
H 16.488 2.998 -5.335 0.38
H 15.558 5.071 -4.568 0.29
H 14.701 5.293 -3.200 0.25
C 5.763 0.340 -8.586 -0.60
O 5.961 0.902 -9.881 -0.44
C 7.319 0.816 -10.284 0.80
C 7.456 1.456 -11.666 0.25
C 8.892 1.365 -12.164 -1.12
N 7.045 2.883 -11.671 -0.80
H 5.795 -0.751 -8.672 0.25
H 4.799 0.590 -8.149 0.31
H 6.564 0.638 -7.906 0.15
H 7.951 1.403 -9.606 -0.81
H 7.742 -0.193 -10.311 0.35
H 6.742 0.907 -12.289 0.43
H 9.138 0.317 -12.359 0.33
H 9.572 1.728 -11.391 -0.11
H 9.050 1.901 -13.096 0.44
H 7.545 3.200 -10.837 0.21
H 6.059 2.855 -11.425 0.39
C 13.108 -5.527 -15.301 -0.75
O 12.991 -4.482 -14.372 -0.29
C 12.705 -4.857 -13.068 -0.93
C 12.406 -3.642 -12.204 0.73
C 13.621 -2.722 -12.052 -1.19
N 11.878 -4.032 -10.888 -0.74
H 13.847 -6.245 -14.926 0.32
H 13.452 -5.133 -16.254 0.24
H 12.164 -6.053 -15.476 0.29
H 11.920 -5.604 -12.916 0.42
H 13.638 -5.205 -12.583 0.27
H 11.634 -3.081 -12.744 0.27
H 13.449 -1.775 -11.531 0.27
H 14.042 -2.426 -13.019 0.44
H 14.484 -3.115 -11.504 0.20
H 11.914 -3.219 -10.283 0.02
H 12.607 -4.635 -10.469 0.45
C 16.924 -2.113 -6.224 -0.86
O 15.651 -2.594 -6.558 -0.21
C 15.630 -3.614 -7.508 -1.11
C 14.248 -3.642 -8.195 0.72
C 13.111 -3.799 -7.191 -1.32
N 14.153 -4.721 -9.180 -0.52
H 17.634 -2.943 -6.099 0.35
H 16.949 -1.623 -5.252 0.22
H 17.316 -1.473 -7.021 0.33
H 16.369 -3.472 -8.313 0.49
H 15.922 -4.616 -7.161 0.35
H 14.135 -2.655 -8.652 -0.09
H 13.045 -2.881 -6.606 0.14
H 13.154 -4.716 -6.607 0.42
H 12.180 -3.761 -7.765 0.52
H 14.111 -5.552 -8.586 0.31
H 15.017 -4.906 -9.688 0.27
C 9.029 3.619 -4.830 -0.58
O 8.770 3.720 -6.218 -0.42
C 9.911 4.029 -6.995 -0.56
C 9.747 3.554 -8.448 1.50
C 11.067 3.535 -9.177 -1.50
N 8.758 4.333 -9.219 -0.54
H 9.482 2.643 -4.613 0.07
H 8.034 3.563 -4.389 0.30
H 9.666 4.421 -4.453 0.32
H 10.135 5.091 -6.843 0.44
H 10.784 3.463 -6.631 0.03
H 9.274 2.578 -8.311 -0.65
H 11.580 2.594 -8.969 0.14
H 11.650 4.407 -8.887 0.44
H 10.806 3.448 -10.232 0.45
H 7.912 4.480 -8.672 0.25
H 9.055 5.286 -9.410 0.24
C 12.211 0.566 -5.019 -1.07
O 11.367 -0.327 -5.735 0.35
C 11.290 0.053 -7.106 -0.70
C 10.437 -0.935 -7.936 1.41
C 10.622 -0.635 -9.395 -1.37
N 8.994 -0.758 -7.656 -0.32
H 13.195 0.622 -5.487 0.41
H 12.256 0.082 -4.044 0.18
H 11.767 1.558 -4.882 0.21
H 10.810 1.038 -7.180 -0.60
H 12.291 0.096 -7.549 0.54
H 10.760 -1.951 -7.694 0.07
H 10.126 -1.365 -10.042 0.61
H 11.681 -0.695 -9.675 0.40
H 10.228 0.318 -9.748 -0.55
H 8.429 -1.580 -7.823 0.31
H 8.923 -0.541 -6.672 0.05
```

=====

Here is a single C4H8O2 molecule from the OMol25 dataset. Energies are from ωB97M-V/def2-TZVPD.

Summary:
LUMO (eV): 1.0
HOMO-LUMO gap (eV): 10.45
Structure (SMILES): CO[C@H]1C[C@H]1O
E_HOMO (eV): -9.46
Total energy (eV): -8370.8803

Structure (XYZ):
```
14
Properties=species:S:1:pos:R:3:mulliken_charge:R:1
C 1.561 -0.309 -0.963 -0.69
O 0.215 0.081 -1.147 -0.42
C -0.694 -0.435 -0.219 -0.04
C -0.442 -0.295 1.260 -0.67
C -1.407 0.626 0.563 0.01
O -1.008 1.935 0.321 -0.55
H 1.652 -1.390 -0.803 0.31
H 2.015 0.216 -0.112 0.27
H 2.097 -0.034 -1.875 0.25
H -1.236 -1.310 -0.577 0.36
H 0.493 0.154 1.581 0.23
H -0.822 -1.078 1.911 0.25
H -2.472 0.524 0.757 0.34
H -0.451 1.890 -0.475 0.35
```